1.
C36H33As2CrN3O4S2 | wB97M-V/def2-TZVPD

## Properties
- multiplicity = 1
- E_LUMO (spin up / spin down) (Eh) = -0.0001 / 0.0000
- max |F| (eV/A) = 0.82
- E_tot (Ha) = -8169.28514
- energy relative to the best compared isomer or geometry (same formula, charge and spin) (kJ/mol) = 0.0

Last column: Löwdin charge in e.
Geometry (Å):
Cr 0.69687 1.20169 0.16891  0.225
O -3.18258 2.16754 1.15041  0.078
C -2.05603 2.06215 0.70875  -0.608
O -1.21126 1.11219 0.94369  -0.233
C -1.51402 3.07368 -0.27614  -0.188
C -2.18982 4.17260 -0.77155  0.020
C -1.55071 4.96500 -1.71791  -0.025
C -0.27789 4.62714 -2.16462  0.023
C 0.31673 3.49892 -1.62855  -0.180
N -0.28713 2.78439 -0.69036  0.047
C 1.65226 2.89295 -2.02896  -0.623
O 2.46563 3.57883 -2.63710  0.053
O 1.78025 1.68904 -1.63795  -0.112
H -3.18961 4.37927 -0.41640  0.127
H -2.05244 5.83424 -2.12363  0.111
H 0.24741 5.20003 -2.91546  0.124
C -2.25794 -1.80134 0.74865  -0.436
C -1.12508 -1.84873 1.76247  -0.386
As 0.61087 -1.07528 1.27300  1.318
C 1.38421 -0.97504 3.05207  -0.355
C 0.74118 -0.19539 4.00981  -0.131
C 1.30295 -0.02661 5.26643  -0.084
C 2.51641 -0.62816 5.57149  -0.092
C 3.16575 -1.39739 4.61633  -0.083
C 2.60226 -1.57039 3.35959  -0.122
C 1.55242 -2.56627 0.47451  -0.388
C 2.05532 -2.42644 -0.81401  -0.129
C 2.68051 -3.49700 -1.43985  -0.072
C 2.80832 -4.70815 -0.77735  -0.080
C 2.31237 -4.85064 0.51258  -0.077
C 1.68266 -3.78473 1.13478  -0.120
As -1.75534 -2.52147 -1.01995  1.312
C -3.54568 -2.90085 -1.69561  -0.407
C -3.63848 -3.78582 -2.76713  -0.133
C -4.86954 -4.09145 -3.33007  -0.093
C -6.02629 -3.52124 -2.81773  -0.095
C -5.94557 -2.64806 -1.74291  -0.086
C -4.71195 -2.33866 -1.18545  -0.115
C -1.47191 -0.85489 -2.00642  -0.388
C -2.36722 0.21299 -1.95191  -0.101
C -2.19132 1.31522 -2.77072  -0.078
C -1.12079 1.36382 -3.66003  -0.081
C -0.21257 0.32145 -3.70208  -0.077
C -0.38527 -0.78299 -2.86994  -0.128
H -2.63489 -0.78241 0.65212  0.046
H -3.06697 -2.43667 1.11323  0.069
H -0.90504 -2.87382 2.06216  0.068
H -1.42206 -1.29700 2.65449  0.068
H -0.18769 0.30955 3.76949  0.095
H 0.79484 0.58190 6.00350  0.105
H 2.95236 -0.50118 6.55432  0.101
H 4.11118 -1.87083 4.84973  0.103
H 3.10981 -2.18257 2.62370  0.092
H 1.94580 -1.48284 -1.33799  0.087
H 3.06305 -3.38395 -2.44600  0.107
H 3.29226 -5.54416 -1.26571  0.103
H 2.41358 -5.79476 1.03213  0.104
H 1.30826 -3.90279 2.14479  0.105
H -2.73899 -4.24143 -3.16603  0.089
H -4.92528 -4.77802 -4.16528  0.100
H -6.98883 -3.76033 -3.25138  0.100
H -6.84492 -2.20239 -1.33688  0.102
H -4.67206 -1.65133 -0.34841  0.093
H -3.21620 0.18328 -1.27988  0.102
H -2.89745 2.13574 -2.72512  0.110
H -0.99481 2.22113 -4.31008  0.110
H 0.63822 0.35973 -4.36897  0.112
H 0.31817 -1.60676 -2.92491  0.083
S 3.96523 0.58038 0.81719  0.801
C 2.48334 0.87376 0.53485  -0.826
C 4.33236 4.28944 0.57439  -0.052
N 2.96317 3.88833 0.83574  -0.013
C 2.50960 3.38059 1.96874  -0.818
N 3.29462 3.43485 3.05186  0.141
S 0.94667 2.68709 2.09999  0.819
H 4.42440 4.46173 -0.49400  0.096
H 5.02921 3.49588 0.85582  0.072
H 4.58751 5.20899 1.10624  0.091
H 2.33983 3.83534 0.04867  0.101
H 4.23292 3.79502 3.01412  0.102
H 3.00086 2.91436 3.85971  0.101

=====

2.
C24H70N6O8 | wB97M-V/def2-TZVPD

## Properties
- multiplicity = 2
- E_LUMO (spin up / spin down) (Eh) = -0.0963 / -0.2950
- net charge = +1
- max |F| (eV/A) = 4.88
- E_tot (Ha) = -1886.28657
- energy relative to the best compared isomer or geometry (same formula, charge and spin) (kJ/mol) = 199.7
- <S²> = 0.755

Last column: Löwdin spin population.
Geometry (Å):
O -3.46211 -3.18232 -1.05652  0.000
H -3.44932 -3.00887 -1.99778  0.000
H -2.72081 -2.68516 -0.71077  0.000
O -0.88832 -4.68356 -0.84771  0.000
H -1.32278 -4.15566 -1.51764  0.000
H -1.40309 -5.48948 -0.80603  0.000
C -4.07179 2.17543 -1.76603  0.003
C -2.72872 2.95333 -2.14203  0.116
C -2.36370 3.11690 -3.58521  0.091
O -1.31027 3.98149 -3.72466  0.041
C -0.00023 3.52407 -3.39504  0.005
N -2.82784 4.27420 -1.60134  0.643
H -3.75004 1.13427 -1.74223  0.000
H -4.91828 2.19889 -2.45234  0.001
H -4.42770 2.41431 -0.76385  0.000
H -1.88925 2.56838 -1.56305  0.033
H -3.18414 3.68262 -4.02676  0.000
H -2.22563 2.19078 -4.14316  0.015
H 0.58642 3.64121 -4.30619  0.002
H 0.02040 2.47325 -3.10617  0.001
H 0.47013 4.20844 -2.68901  0.001
H -2.09607 4.84983 -1.99281  0.020
H -3.72784 4.73016 -1.64822  0.023
C 1.25006 -3.94319 6.26027  0.000
C 2.54442 -3.63909 5.53933  0.000
C 2.91745 -4.74822 4.54202  0.000
O 2.97527 -6.01934 5.21271  0.000
C 2.91440 -7.21316 4.35170  0.000
N 2.44858 -2.47583 4.74821  0.000
H 1.03701 -3.31761 7.12708  0.000
H 1.21071 -4.98536 6.57723  0.000
H 0.39350 -3.80332 5.60086  0.000
H 3.37449 -3.68502 6.24428  0.000
H 3.79771 -4.56129 3.92697  0.000
H 2.04794 -4.75100 3.88472  0.000
H 3.83701 -7.19128 3.77168  0.000
H 2.04390 -7.39136 3.72037  0.000
H 3.00775 -8.05733 5.03490  0.000
H 2.14643 -1.84738 5.47887  0.000
H 1.58260 -2.54145 4.23257  0.000
C 4.29251 1.00001 -3.61388  0.000
C 5.24372 2.22535 -3.42887  0.000
C 6.31400 2.42155 -4.59507  0.000
O 6.98217 3.57133 -4.29334  0.000
C 7.67102 4.15382 -5.29890  0.000
N 4.56444 3.44793 -3.23093  0.000
H 4.87320 0.08129 -3.69669  0.000
H 3.89205 1.07561 -4.62482  0.000
H 3.53514 0.94482 -2.83193  0.000
H 5.84624 1.98219 -2.55369  0.000
H 5.70533 2.49480 -5.49631  0.000
H 7.06867 1.63505 -4.59499  0.000
H 8.74033 3.96254 -5.38885  0.000
H 7.61700 5.24099 -5.24190  0.000
H 7.21752 4.02065 -6.28109  0.000
H 5.23340 4.19127 -3.37251  0.000
H 3.97529 3.58713 -4.03940  0.000
C -4.22416 -0.62371 -3.69224  0.000
C -3.20921 -1.56208 -4.30490  0.000
C -1.78141 -1.00989 -4.06199  0.000
O -1.38103 0.14320 -4.78923  0.005
C -0.00084 0.60036 -4.88682  0.000
N -3.29944 -2.89701 -3.78605  0.000
H -4.02169 0.44441 -3.77111  0.000
H -4.52990 -0.79389 -2.65992  0.000
H -5.10563 -0.83002 -4.29933  0.000
H -3.44996 -1.44805 -5.36185  0.000
H -1.09937 -1.80174 -4.37164  0.000
H -1.60589 -0.84198 -2.99940  0.000
H 0.09468 1.65724 -5.13575  0.000
H 0.43222 0.03363 -5.71106  0.000
H 0.61110 0.50573 -3.98979  0.000
H -2.49396 -3.43064 -4.08023  0.000
H -4.08454 -3.31093 -4.26811  0.000
C -1.01593 -2.51364 1.75028  0.000
C -0.96709 -1.22355 0.79273  0.000
C 0.47150 -0.63265 0.83949  0.000
O 0.48652 0.39546 -0.20532  0.000
C 1.78245 0.73378 -0.73214  0.000
N -1.09087 -1.95458 -0.48319  0.000
H -0.68026 -3.47126 1.35230  0.000
H -2.06192 -2.66835 2.01500  0.000
H -0.45243 -2.43679 2.68015  0.000
H -1.61904 -0.39552 1.07096  0.000
H 1.20690 -1.40975 0.63121  0.000
H 0.60963 -0.18365 1.82306  0.000
H 1.73733 1.79721 -0.96708  0.000
H 1.96630 0.13404 -1.62354  0.000
H 2.62738 0.77986 -0.04508  0.000
H -0.57389 -1.34875 -1.10431  0.000
H -0.55776 -2.76099 -0.19063  0.000
C -3.01704 4.27153 6.79899  0.000
C -3.52682 2.80667 6.44823  0.000
C -2.55719 2.04243 5.50951  0.000
O -3.08487 0.79582 5.15930  0.000
C -2.22855 -0.19099 4.64435  0.000
N -3.58797 1.98413 7.59322  0.000
H -3.64569 4.73071 7.56191  0.000
H -2.89093 4.85352 5.88603  0.000
H -2.07197 4.33670 7.33815  0.000
H -4.47636 2.80535 5.91302  0.000
H -1.55620 2.08262 5.93908  0.000
H -2.38963 2.65127 4.62106  0.000
H -1.75231 0.11045 3.71138  0.000
H -2.87383 -1.04144 4.42427  0.000
H -1.43741 -0.31922 5.38311  0.000
H -4.02668 1.10302 7.36681  0.000
H -4.20663 2.52436 8.18102  0.000

=====

3.
C21H16OS | wB97M-V/def2-TZVPD

## Properties
- multiplicity = 1
- E_LUMO (Eh) = -0.1161
- max |F| (eV/A) = 1.57
- E_tot (Ha) = -1283.17494
- energy relative to the best compared isomer or geometry (same formula, charge and spin) (kJ/mol) = 163.1

Last column: Löwdin charge in e.
Geometry (Å):
C -1.39788 -2.22017 3.16685  -0.140
C -0.54238 -1.01515 3.33726  -1.125
S 1.13016 -1.24377 3.38029  0.500
O -1.05585 0.08450 3.45083  -0.105
H -2.44072 -1.91160 3.08754  0.068
H -1.13606 -2.76751 2.26024  0.053
H -1.30428 -2.89275 4.02198  0.071
C 0.44749 0.22037 -0.35633  0.058
C 1.83885 0.01833 -0.71907  -0.132
C 2.89220 0.68999 -0.08022  -0.006
C 4.17630 0.59300 -0.55711  -0.054
C 4.44177 -0.15970 -1.68665  -0.058
C 3.42286 -0.83365 -2.33329  -0.062
C 2.14262 -0.76025 -1.84844  -0.011
C -0.61442 -0.69837 -0.67126  -0.111
C -1.85101 -0.01015 -0.64042  -0.077
C -3.02609 -0.68224 -0.96462  0.012
C -2.96989 -2.03382 -1.25287  -0.045
C -1.75935 -2.71854 -1.24061  -0.060
C -0.57933 -2.06628 -0.97308  0.004
C -1.57369 1.36431 -0.23413  -0.080
C -0.17586 1.47863 -0.02068  -0.086
C 0.36702 2.71409 0.35533  0.027
C -0.47309 3.78768 0.53975  -0.055
C -1.84147 3.67404 0.32122  -0.043
C -2.39854 2.47326 -0.07562  0.012
H 2.68852 1.27260 0.79823  0.112
H 4.98056 1.10591 -0.05357  0.113
H 5.44504 -0.21344 -2.07253  0.109
H 3.62945 -1.39075 -3.23333  0.111
H 1.34138 -1.24491 -2.37697  0.108
H -3.96231 -0.15493 -0.98353  0.114
H -3.87652 -2.57057 -1.48051  0.110
H -1.75061 -3.77967 -1.42735  0.109
H 0.35146 -2.60312 -0.97211  0.120
H 1.42571 2.83195 0.48519  0.104
H -0.06738 4.73246 0.85993  0.109
H -2.47154 4.53840 0.45789  0.111
H -3.45313 2.39182 -0.26825  0.114